# 1
ORCA calculation (ωB97M-V with the def2-TZVPD basis set) on a molecular structure, C36H96B4F16N6O12Ti at a distorted geometry.

Output
DFT total energy = -5207.113564 Eh
HOMO level (alpha / beta) = -8.15 / -15.04 eV
2S+1 = 4
total charge = +3
Kohn-Sham gap (alpha / beta) = 2.92 / 9.60 eV

Geometry as XYZ:
```
171
Properties=species:S:1:pos:R:3:lowdin_charge:R:1
Ti -1.37 -0.19 0.60 1.28
F -2.44 0.46 3.77 0.13
F -4.05 -3.37 -0.07 0.14
F 1.01 -0.89 0.10 0.14
F -1.76 1.56 2.03 0.12
F -4.10 -3.13 2.18 0.13
F 1.65 -2.48 1.65 0.14
F -1.57 1.76 -0.52 0.13
F -3.29 -1.43 0.86 0.05
F -3.49 2.16 -1.79 0.20
F -0.44 -0.16 2.72 0.13
F -0.41 -2.44 0.66 0.12
F -0.50 1.75 3.86 0.20
F -3.08 0.17 -0.95 0.12
F 1.40 -3.10 -0.46 0.16
F -1.82 0.89 -2.54 0.18
F -5.55 -1.88 0.83 0.16
O 2.13 -0.57 -4.44 -0.18
O -6.98 -1.46 4.05 -0.16
O 0.08 -2.44 6.93 -0.18
O 5.21 4.72 2.14 -0.22
O -2.26 -5.22 4.04 -0.19
O 9.55 -2.16 -0.64 -0.20
O -6.91 -2.28 -4.21 -0.18
O -7.06 0.81 0.84 -0.18
O 5.51 1.07 0.22 -0.24
O 1.09 5.07 1.21 -0.21
O 0.66 1.17 -6.93 -0.20
O -2.43 -4.11 -2.71 -0.17
N 3.46 6.04 0.32 0.04
N -4.54 -2.32 -2.55 0.12
N 3.41 0.96 -6.50 0.08
N -5.20 0.19 2.77 0.11
N 0.33 -3.96 4.59 0.10
N 8.02 0.06 -0.28 0.09
C -6.15 1.83 0.95 -0.23
C 0.24 3.91 1.28 -0.07
C 4.13 0.53 -5.20 -0.05
C 3.17 0.28 -4.00 -0.20
C 5.83 5.96 1.60 -0.15
C -6.31 -0.56 4.87 -0.21
C 10.88 -1.59 -0.42 -0.05
C 8.86 -1.69 -1.84 -0.19
C -2.10 -2.74 -2.72 -0.21
C -0.63 0.75 -6.54 -0.09
C 7.85 1.52 0.15 -0.09
C -5.87 0.68 4.07 -0.04
C 4.86 6.70 0.61 -0.07
C 4.18 1.10 -0.32 -0.08
C 2.18 6.93 0.04 -0.03
C -6.63 -2.79 4.33 -0.10
C -0.66 -1.85 7.98 -0.11
C 2.72 2.32 -6.45 -0.07
C 1.17 -0.81 -3.51 -0.12
C -1.67 -4.86 -1.78 -0.06
C -4.85 1.34 1.74 -0.02
C -3.27 -2.06 -3.37 -0.07
C 0.63 -2.47 4.54 -0.05
C -6.33 -1.02 -3.84 -0.18
C 1.29 2.11 -6.01 -0.18
C -0.23 -1.78 5.70 -0.17
C 6.14 4.05 2.96 -0.13
C -8.30 1.33 0.33 -0.05
C -0.08 -4.77 3.29 -0.01
C 6.51 2.10 -0.16 -0.18
C 8.50 -0.27 -1.72 -0.10
C -5.53 -1.04 -2.52 0.01
C -3.62 -5.68 3.86 -0.07
C 1.01 5.90 0.06 -0.20
C -7.39 -2.31 -5.49 -0.13
C -1.58 -4.60 2.94 -0.17
B -4.29 -2.46 0.96 -1.22
B 0.95 -2.21 0.49 -1.39
B -2.49 1.30 -1.44 -1.45
B -1.25 0.89 3.13 -1.35
H 0.37 -1.35 -4.03 0.09
H -8.07 -1.48 -5.70 0.10
H 10.89 -0.50 -0.50 0.07
H 11.32 -1.96 0.50 0.10
H -3.13 -0.98 -3.33 0.11
H 1.16 1.75 -4.99 0.10
H -7.86 -3.23 -5.83 0.10
H -4.97 -3.20 -2.80 0.17
H 5.83 3.03 3.18 0.10
H 7.07 -0.27 -0.16 0.15
H -6.49 2.60 1.64 0.12
H 1.69 -2.29 4.74 0.14
H 1.51 -1.35 -2.63 0.10
H 6.48 2.19 -1.25 0.08
H -8.92 0.47 0.06 0.10
H 4.11 0.95 -7.22 0.17
H -5.61 -0.78 -4.62 0.12
H -7.00 -0.33 5.68 0.14
H -4.27 -2.48 -1.59 0.10
H 0.71 0.12 -3.19 0.09
H -8.19 2.05 -0.48 0.10
H 3.78 2.03 0.10 0.07
H -4.37 -0.35 2.96 0.13
H -0.64 -0.76 8.10 0.10
H 8.74 2.05 -0.20 0.14
H -1.28 -1.86 5.46 0.12
H -0.83 4.08 1.30 0.10
H -1.99 -4.56 -0.78 0.07
H 6.76 5.65 1.12 0.10
H -1.69 -2.21 7.97 0.09
H 2.81 0.25 -6.89 0.16
H -6.17 -1.18 -1.65 0.12
H 4.68 1.46 -5.04 0.10
H 1.21 5.24 -0.78 0.09
H 4.32 1.24 -1.39 0.05
H 9.51 -1.77 -2.71 0.14
H 9.31 0.44 -1.87 0.13
H -6.56 -2.19 -6.20 0.09
H -7.10 -0.25 -3.77 0.14
H -4.01 -6.00 4.83 0.09
H 6.34 3.05 0.34 0.11
H 4.76 -0.34 -5.38 0.13
H -5.44 -0.99 5.37 0.13
H 0.41 -2.03 3.57 0.09
H -4.31 -4.93 3.48 0.06
H 0.02 6.35 0.00 0.14
H -6.76 1.29 3.89 0.14
H -4.15 2.13 2.01 0.13
H -3.67 -6.61 3.30 0.09
H 3.50 0.28 -0.10 0.09
H -5.88 2.36 0.03 0.13
H 3.17 2.97 -5.71 0.11
H -6.87 -3.18 5.32 0.10
H -1.83 -5.92 -1.97 0.11
H -5.81 -0.44 2.26 0.11
H 5.48 6.73 -0.29 0.09
H 3.74 -0.25 -3.24 0.12
H 3.10 5.41 1.03 0.11
H 0.24 -5.80 3.47 0.13
H 7.75 -0.05 -2.48 0.13
H 0.00 -0.72 5.75 0.13
H -0.63 -4.56 -1.86 0.09
H 0.61 -4.49 2.49 0.12
H -8.82 1.79 1.17 0.10
H -0.80 0.81 -5.47 0.08
H 6.09 6.64 2.41 0.12
H 0.73 3.04 -6.12 0.14
H -7.35 -3.37 3.75 0.10
H -0.46 -2.20 9.00 0.09
H 8.55 -0.44 0.41 0.16
H -5.61 -3.12 4.11 0.07
H -3.45 -2.36 -4.40 0.14
H -0.67 -0.24 -7.00 0.10
H -1.35 1.35 -7.09 0.10
H -1.84 -5.02 1.97 0.13
H 0.43 3.21 0.47 0.07
H 4.54 7.66 1.01 0.12
H 7.85 1.48 1.24 0.13
H 11.52 -1.87 -1.27 0.10
H -4.84 -0.20 -2.38 0.11
H -5.09 1.25 4.57 0.13
H 2.79 1.21 -3.59 0.10
H 2.69 2.72 -7.47 0.15
H 3.73 5.47 -0.47 0.01
H 1.16 -4.45 4.89 0.17
H -4.39 0.85 0.88 0.09
H 2.41 7.33 -0.95 0.12
H 8.03 -2.38 -1.98 0.14
H 7.14 4.07 2.52 0.07
H -1.90 -3.56 2.86 0.11
H 0.60 3.28 2.09 0.09
H 6.39 4.61 3.86 0.09
H -1.93 -2.30 -1.74 0.11
H -0.31 -4.10 5.35 0.15
H -1.10 -2.60 -3.13 0.12
H 2.21 7.65 0.86 0.13
```

=====

# 2
ORCA calculation (ωB97M-V with the def2-TZVPD basis set) on 10 unconnected molecules or ions with the total composition C36H96N4O20 at a distorted geometry.

Output
DFT total energy = -3152.665724 Eh
HOMO level = -8.35 eV
2S+1 = 1
energy relative to the best compared isomer or geometry (same formula, charge and spin) = 57.4 kcal/mol
total charge = 0
Kohn-Sham gap = 8.62 eV
SMILES = COCCNCCOC.COCCNCCOC.COCCNCCOC.COCCNCCOC.OCCO.OCCO.OCCO.OCCO.OCCO.OCCO

Geometry as XYZ:
```
156
Properties=species:S:1:pos:R:3:lowdin_charge:R:1
O -1.46 4.19 1.29 -0.06
O 4.89 3.79 -1.63 -0.21
O 1.15 -5.26 -1.03 -0.06
O 3.08 -0.45 -4.21 -0.27
O -3.52 3.56 -0.87 -0.07
O 5.29 0.39 1.64 -0.20
O -0.54 2.62 -4.05 -0.07
O -1.67 -4.68 -1.09 -0.08
O 0.74 0.29 -4.19 -0.09
O 0.92 -2.43 2.25 -0.07
O -1.57 -0.52 -1.60 -0.06
O -1.21 -2.07 -3.88 -0.07
O 1.26 -1.13 4.57 -0.24
O -1.46 -2.58 3.83 -0.10
O 0.79 0.98 -0.95 -0.08
O -0.68 4.67 -7.03 -0.06
O 7.94 3.05 3.74 -0.19
O -10.59 -0.29 2.29 -0.19
O -5.67 -2.17 0.46 -0.19
O -3.68 -1.08 3.35 -0.23
N -1.42 0.26 4.38 -0.04
N -9.39 -2.24 0.30 -0.08
N 8.37 0.74 2.32 -0.07
N 4.74 2.01 -4.18 -0.09
C -0.82 -4.92 -2.25 -0.20
C 5.17 0.76 -4.66 -0.22
C -0.92 -0.74 -0.43 -0.25
C -11.20 0.65 3.12 -0.11
C 7.61 0.65 1.09 -0.21
C 0.60 -0.42 -0.63 -0.19
C 1.95 -1.91 5.55 -0.09
C 4.02 -0.10 -5.28 -0.09
C 0.95 0.16 5.16 -0.15
C -1.11 -3.64 2.90 -0.18
C -7.03 -2.70 0.41 -0.18
C -3.69 0.35 3.53 -0.19
C -0.28 -1.81 -4.94 -0.21
C 0.60 -4.40 -1.96 -0.26
C 5.06 3.09 -0.39 -0.09
C -10.52 -1.34 0.13 -0.21
C -0.16 0.92 4.35 -0.22
C -10.58 -0.02 0.91 -0.23
C -0.20 3.00 -5.38 -0.27
C 4.06 -0.36 1.71 -0.08
C -1.23 3.24 0.29 -0.25
C -2.26 0.85 3.34 -0.18
C 9.38 1.78 2.32 -0.19
C 3.88 2.00 -3.07 -0.19
C 3.78 3.48 -2.49 -0.13
C -4.99 -1.63 3.71 -0.06
C 7.35 4.31 4.06 -0.10
C 0.39 -3.68 2.63 -0.23
C -4.66 -3.00 0.02 -0.14
C 8.74 3.19 2.60 -0.23
C 0.01 -0.36 -5.26 -0.18
C 6.39 -0.29 1.07 -0.20
C -0.57 4.45 -5.64 -0.26
C -8.08 -1.57 0.25 -0.20
C -2.58 2.67 -0.24 -0.22
C 3.51 -1.54 -3.44 -0.09
H -1.18 -1.03 -2.31 0.04
H -0.21 1.75 -3.83 0.02
H -1.64 5.03 0.86 0.08
H -4.40 -2.87 -1.03 0.08
H 8.24 3.63 1.73 0.11
H 7.76 1.17 3.00 0.09
H 0.56 -4.35 1.79 0.11
H 3.46 0.45 -6.04 0.13
H 8.34 0.44 0.30 0.11
H -2.34 -2.23 3.66 0.03
H -3.71 -2.78 0.51 0.07
H -1.55 4.59 -5.19 0.13
H 4.50 -1.46 -2.99 0.09
H 4.19 -1.23 2.36 0.08
H -7.97 -1.07 -0.71 0.13
H -0.83 2.46 -6.08 0.11
H 0.63 -2.39 -4.80 0.12
H -9.67 0.52 0.62 0.11
H -7.29 -3.26 1.31 0.11
H -9.42 -2.77 1.16 0.10
H -11.01 0.36 4.15 0.09
H 1.07 -0.63 0.33 0.09
H -12.27 0.65 2.91 0.09
H 6.23 -0.47 0.01 0.11
H -5.22 -2.52 3.12 0.08
H -1.02 -1.77 -0.08 0.10
H -2.21 1.94 3.44 0.12
H -0.65 -2.28 -5.85 0.12
H 3.65 4.20 -3.30 0.12
H -11.45 0.51 0.54 0.12
H 2.02 -2.98 5.35 0.08
H 5.75 3.57 0.30 0.08
H 4.34 -1.04 -5.73 0.12
H -2.09 -1.93 -4.25 0.11
H -0.25 1.88 4.86 0.12
H -3.21 2.08 0.43 0.11
H 1.86 0.75 5.12 0.12
H 9.59 3.85 2.81 0.12
H -1.33 -0.07 0.32 0.10
H 0.43 -5.40 -0.41 0.07
H 0.22 4.58 -7.34 0.08
H 2.98 -1.56 5.65 0.09
H 6.57 -1.25 1.56 0.12
H -4.90 -4.04 0.23 0.09
H -2.31 2.01 -1.07 0.10
H 0.90 -3.99 3.55 0.11
H -0.90 0.18 -5.53 0.12
H 0.70 0.03 6.22 0.11
H 1.65 -0.03 -4.23 -0.01
H -0.63 3.65 -0.52 0.11
H 0.61 -0.44 -6.17 0.12
H 7.46 1.67 0.74 0.09
H -0.56 2.45 0.61 0.10
H 5.58 2.50 -3.88 0.12
H -11.44 -1.92 0.23 0.12
H 1.14 -1.06 -1.33 0.09
H 10.00 1.80 1.42 0.12
H -1.23 -0.73 4.33 0.07
H -2.53 -5.06 -1.30 0.08
H -1.62 -3.46 1.95 0.10
H 5.37 2.05 -0.46 0.06
H 5.89 0.87 -5.48 0.12
H 3.67 -0.71 0.76 0.08
H 3.33 0.25 2.26 0.09
H 0.26 1.09 -1.75 0.04
H 6.71 4.73 3.28 0.08
H -7.19 -3.39 -0.43 0.12
H 4.36 1.29 -2.39 0.11
H 2.91 1.62 -3.39 0.11
H -10.74 1.63 3.00 0.09
H -4.06 0.55 4.54 0.12
H 0.84 2.81 -5.66 0.12
H -1.54 -4.54 3.34 0.12
H 4.09 3.13 0.10 0.09
H 0.27 1.06 3.36 0.11
H 10.06 1.63 3.15 0.11
H -1.92 0.61 2.34 0.10
H 0.61 -3.41 -1.49 0.11
H -4.44 0.77 2.87 0.12
H 1.41 -1.93 6.50 0.09
H 6.77 4.15 4.97 0.09
H -7.98 -0.92 1.12 0.11
H 1.26 -4.44 -2.82 0.12
H -1.29 -4.27 -3.00 0.09
H -0.82 -5.97 -2.54 0.12
H 2.87 -1.81 -2.60 0.08
H 0.20 5.09 -5.22 0.12
H 5.78 0.29 -3.89 0.11
H -5.75 -0.93 3.37 0.08
H 2.90 3.49 -1.84 0.10
H -2.93 4.01 -1.47 0.07
H -10.48 -1.10 -0.93 0.11
H 8.07 5.10 4.25 0.08
H 3.51 -2.46 -4.03 0.09
H 0.82 -1.92 3.06 0.03
H -5.07 -1.85 4.77 0.09
```

=====

# 3
ORCA calculation (ωB97M-V with the def2-TZVPD basis set) on 10 unconnected molecules or ions with the total composition C36H96N4O20 at a distorted geometry.

Output
DFT total energy = -3152.678776 Eh
HOMO level = -8.26 eV
2S+1 = 1
energy relative to the best compared isomer or geometry (same formula, charge and spin) = 49.2 kcal/mol
total charge = 0
Kohn-Sham gap = 8.50 eV
SMILES = COCCNCCOC.COCCNCCOC.COCCNCCOC.COCCNCCOC.OCCO.OCCO.OCCO.OCCO.OCCO.OCCO

Geometry as XYZ:
```
156
Properties=species:S:1:pos:R:3:lowdin_charge:R:1
O -1.50 -1.93 6.24 -0.09
O 2.49 -2.90 -1.07 -0.19
O -0.54 -2.47 2.69 -0.11
O -4.64 4.92 0.74 -0.07
O -3.90 3.66 -4.07 -0.19
O -3.63 3.73 3.67 -0.06
O 3.15 -5.13 5.05 -0.19
O -6.84 -4.40 -0.02 -0.20
O 3.39 0.78 0.63 -0.11
O -5.29 5.20 -1.84 -0.09
O 1.54 4.30 1.68 -0.08
O -1.01 6.24 -1.90 -0.21
O 4.68 0.01 4.40 -0.20
O 2.54 -4.50 -5.14 -0.19
O -3.18 -2.09 -2.29 -0.22
O 6.57 -0.73 -0.23 -0.06
O 0.62 -0.04 1.30 -0.07
O 1.41 2.19 -0.23 -0.10
O -3.20 2.03 1.51 -0.10
O 2.57 7.08 1.69 -0.07
N 3.01 -2.45 3.77 -0.03
N -3.87 -4.60 -0.85 -0.06
N 4.56 -3.83 -3.18 -0.06
N -1.71 5.54 -4.70 -0.05
C -2.92 3.33 -5.02 -0.25
C -3.58 5.05 -0.20 -0.21
C -2.40 3.01 3.54 -0.23
C -0.10 0.46 0.18 -0.23
C -5.10 -4.51 -1.73 -0.14
C 1.35 -3.20 -0.35 -0.13
C -0.82 -2.57 5.15 -0.24
C 0.00 1.96 -0.13 -0.18
C 3.51 -1.44 2.89 -0.21
C -3.03 -3.54 -0.44 -0.24
C -7.77 -3.76 0.85 -0.10
C 3.35 5.95 1.98 -0.28
C -2.67 1.72 2.79 -0.26
C 4.50 1.20 5.17 -0.11
C 3.60 -3.76 -0.74 -0.20
C 2.60 -6.37 5.61 -0.10
C 4.73 -3.47 -1.75 -0.19
C -6.20 -3.65 -1.07 -0.20
C -0.38 7.16 -0.99 -0.08
C 3.54 -0.05 3.53 -0.20
C 1.97 -4.64 -6.38 -0.14
C 3.73 -5.23 -4.91 -0.22
C -2.34 4.62 -5.63 -0.21
C -4.15 5.93 -1.35 -0.19
C -4.69 2.55 -3.77 -0.11
C -0.06 5.72 -2.86 -0.22
C 4.39 0.12 -0.15 -0.21
C 5.75 0.21 0.44 -0.25
C 2.47 -4.85 3.81 -0.23
C 2.85 4.74 1.27 -0.23
C -2.28 -2.89 -1.60 -0.22
C 3.15 -3.74 3.14 -0.25
C -2.65 -1.03 -3.12 -0.08
C -1.44 -2.15 3.80 -0.19
C -0.73 4.88 -3.81 -0.24
C 4.09 -5.18 -3.44 -0.22
H 4.15 -0.95 -0.21 0.10
H -0.46 2.12 -1.08 0.09
H -2.31 -3.94 0.24 0.11
H 3.37 5.81 3.07 0.13
H 3.51 -2.49 4.64 0.12
H -1.20 0.15 0.24 0.13
H 3.15 -5.36 -2.88 0.12
H -0.06 4.37 -4.48 0.12
H -4.04 2.52 1.67 0.09
H -5.17 5.14 -2.78 0.05
H 6.21 1.16 0.36 0.11
H 3.63 -6.30 -5.22 0.13
H -3.24 5.13 -6.08 0.13
H 0.20 -2.21 5.22 0.10
H 2.83 1.32 0.02 0.06
H 5.69 0.07 1.50 0.10
H 0.70 5.15 -2.37 0.11
H 4.48 -1.68 2.42 0.12
H -2.09 2.73 -4.57 0.12
H 0.54 -2.84 -0.96 0.05
H 4.51 -4.72 -5.54 0.14
H -2.75 5.49 0.27 0.08
H -3.57 4.50 3.10 0.07
H 0.16 -1.81 2.59 0.04
H 4.87 -5.87 -3.21 0.11
H 1.97 -5.67 -6.74 0.08
H -0.53 2.65 0.57 0.13
H -3.21 4.07 -0.57 0.12
H 0.49 6.72 -0.52 0.06
H -2.38 6.18 -4.26 0.11
H 2.48 -5.75 3.18 0.13
H -5.66 -2.75 -0.75 0.12
H 1.12 -4.29 -0.39 0.11
H -1.13 7.47 -0.24 0.10
H -1.79 -2.60 6.88 0.09
H 2.80 -6.35 6.69 0.08
H 1.59 2.86 0.44 0.05
H -1.73 1.10 2.65 0.12
H -6.99 -3.46 -1.80 0.12
H 5.61 -3.97 -1.31 0.12
H 1.24 -2.74 0.65 0.08
H -2.35 -2.75 3.54 0.13
H -1.39 -2.29 -1.29 0.10
H 1.52 0.13 1.08 0.03
H -5.45 4.63 0.35 0.07
H 2.65 -3.56 2.15 0.10
H -1.92 -1.43 -3.84 0.09
H 3.75 0.70 2.78 0.09
H 2.89 4.97 0.19 0.13
H -4.79 -4.09 -2.67 0.10
H -2.01 -3.66 -2.29 0.12
H 4.19 2.01 4.52 0.07
H 4.19 -4.00 2.97 0.13
H -8.39 -3.04 0.35 0.07
H -2.16 -0.24 -2.53 0.08
H -5.14 2.12 -4.71 0.11
H -3.33 2.74 -5.90 0.13
H 3.81 -3.19 -3.49 0.12
H -1.61 3.55 3.04 0.10
H -2.02 2.69 4.54 0.13
H -4.20 -5.00 0.04 0.11
H 1.42 -4.58 4.04 0.12
H 1.52 -6.35 5.46 0.06
H -0.75 -3.62 5.34 0.10
H 2.89 -7.39 5.18 0.10
H -3.53 -0.71 -3.72 0.09
H -4.22 1.74 -3.27 0.06
H -1.57 4.45 -6.40 0.12
H 3.79 1.05 5.99 0.09
H 3.95 -3.54 0.34 0.12
H 2.87 7.90 2.15 0.12
H -0.02 8.02 -1.57 0.09
H 3.54 3.92 1.56 0.14
H 0.90 5.03 1.76 0.10
H 0.91 -4.43 -6.29 0.08
H -3.41 1.09 3.33 0.13
H 2.85 -1.45 2.00 0.10
H -5.42 -5.53 -1.84 0.10
H -4.56 6.89 -0.99 0.12
H 2.34 -4.02 -7.17 0.08
H 4.33 0.47 -1.18 0.14
H -5.51 2.92 -3.17 0.08
H -3.42 6.06 -2.19 0.10
H -1.63 -1.06 3.90 0.11
H -8.34 -4.60 1.20 0.08
H 4.38 6.05 1.62 0.13
H 5.48 1.43 5.61 0.09
H 3.32 -4.79 -0.77 0.10
H 2.68 0.08 4.15 0.12
H -1.10 4.00 -3.27 0.11
H -3.49 -2.75 0.14 0.11
H 0.18 -0.16 -0.74 0.13
H 4.96 -2.43 -1.79 0.09
H 6.97 -1.38 0.40 0.11
H 0.43 6.54 -3.42 0.14
H -7.38 -3.27 1.76 0.09
```